(1)
Entry from the OMol25 dataset: an isolated molecule of C9H11BO2 (ωB97M-V/def2-TZVPD).

The geometry in XYZ format:
```
23
Properties=species:S:1:pos:R:3:forces:R:3
C 1.748526 -0.803606 0.767048 0.02 0.69 2.11
C 0.954787 -0.116294 -0.303557 -0.96 0.97 -2.43
C 0.656859 -1.047075 -1.528641 2.56 -1.53 3.10
B 1.512316 1.574744 -0.812769 -3.34 -4.23 1.77
O 2.683603 1.828602 -1.341858 0.25 -2.04 -0.25
O 0.392751 2.341626 -0.537834 1.98 0.82 -0.90
C -0.628398 1.608640 -0.047533 -2.44 0.11 0.92
C -1.797725 2.271447 0.302696 -1.75 0.81 0.55
C -2.845750 1.565650 0.982152 0.92 0.11 0.11
C -2.619218 0.247608 1.260381 -1.21 -3.37 -0.49
C -1.528127 -0.453527 0.660107 0.29 -1.75 1.36
C -0.474791 0.208754 0.105522 1.09 3.24 0.27
H 1.574381 -1.858199 0.713029 0.27 -0.91 -0.30
H 1.189025 -0.585677 1.788144 1.95 0.13 -1.60
H 2.876538 -0.595696 0.696131 -1.75 -0.23 0.57
H 0.438475 -2.090063 -1.241134 -0.50 0.43 0.49
H 1.496090 -1.220817 -2.106036 2.01 0.11 -1.54
H -0.087508 -0.688451 -2.088219 -2.88 1.39 -2.29
H 3.013000 2.679957 -1.319496 0.97 2.91 -0.18
H -2.003203 3.359930 0.124079 0.78 -1.14 0.01
H -3.802268 1.945066 1.379957 0.85 0.54 -0.55
H -3.422301 -0.424855 1.783236 1.56 1.55 -0.95
H -1.367216 -1.573292 0.753571 -0.68 1.38 0.21
```
Forces are in eV/Å.

net charge	0
2S+1	1
E_HOMO	-8.6	eV
lowest unoccupied orbital energy	0.014	Ha
energy relative to the best compared isomer or geometry (same formula, charge and spin)	26.9	kcal/mol
HOMO-LUMO gap	8.950	eV
SMILES string	CC1(C)B(O)Oc2ccccc21

natural (NBO) population analysis, charges in e, atoms 1 to 4: C -0.62; C -0.32; C -0.58; B 1.13

(2)
Entry from the OMol25 dataset: a cluster of 5 separate species, C9H11Br2Cl12FSi in total (ωB97M-V/def2-TZVPD).

The geometry in XYZ format:
```
36
Properties=species:S:1:pos:R:3:forces:R:3
C -3.068112 1.936744 -0.732127 -0.09 0.39 0.60
C -3.297154 2.540379 0.481769 -0.56 0.92 -0.77
Si -2.056056 3.453157 1.485268 -0.43 0.57 -0.59
F -2.101267 5.050361 1.393975 0.16 0.19 0.23
C -2.416079 2.887852 3.228903 0.08 0.02 0.11
Br -3.367319 4.093701 4.331076 -0.07 0.10 -0.09
C -2.042318 1.686806 3.663537 -0.02 0.09 0.09
C -1.309324 0.682582 2.825855 0.17 -0.27 -0.01
Br -2.443666 1.089135 5.415339 -0.01 -0.06 0.06
H -2.964927 0.860141 -0.851973 -1.78 -0.18 -0.45
H -2.972672 2.575908 -1.602827 1.86 -0.25 -0.02
H -4.290389 2.468783 0.930890 0.58 -1.87 1.14
H -0.687485 3.019547 1.166476 0.02 0.08 -0.18
H -1.957834 0.282006 2.046836 -0.03 0.03 -0.07
H -0.965189 -0.153396 3.426544 -0.05 -0.03 0.09
H -0.426386 1.112568 2.355409 -0.05 0.13 -0.10
Cl -0.444016 3.475394 -1.903961 0.26 0.14 -0.04
C -0.234052 2.616878 -3.431226 -0.10 0.02 0.05
Cl -0.954438 1.006252 -3.354693 0.12 0.09 -0.09
Cl -0.908435 3.538773 -4.772948 0.01 0.01 0.00
H 0.827863 2.500437 -3.599646 0.02 -0.02 -0.01
Cl 0.079129 -2.339401 -5.673924 -0.02 -0.01 -0.02
C -0.443962 -3.232534 -4.246265 0.15 0.14 0.07
Cl 0.933800 -3.921583 -3.395673 0.01 -0.11 -0.07
Cl -1.348100 -2.182610 -3.152573 -0.21 -0.15 0.02
H -1.093636 -4.034403 -4.568378 -0.02 -0.01 0.02
Cl 2.031437 -1.158713 1.102598 -0.01 0.03 0.01
C 2.805845 -1.212792 -0.484506 -0.09 -0.05 -0.07
Cl 3.284354 -2.857810 -0.893706 0.02 0.09 -0.05
Cl 1.732473 -0.541234 -1.715659 0.02 0.02 0.03
H 3.697102 -0.602081 -0.442703 0.02 0.01 0.01
Cl 3.892153 -3.907701 2.385487 0.05 -0.06 0.07
C 5.244138 -5.027624 2.228956 0.01 0.06 0.02
Cl 5.750175 -5.182252 0.545216 -0.01 -0.02 -0.01
Cl 6.598227 -4.523159 3.239725 0.00 -0.01 0.02
H 4.916120 -6.000120 2.568925 0.00 -0.02 0.00
```
Forces are in eV/Å.

net charge	0
2S+1	1
E_HOMO	-8.3	eV
lowest unoccupied orbital energy	-0.027	Ha
HOMO-LUMO gap	7.531	eV
SMILES string	C=C[Si@@H](F)/C(Br)=C(\C)Br.ClC(Cl)Cl.ClC(Cl)Cl.ClC(Cl)Cl.ClC(Cl)Cl

natural (NBO) population analysis, charges in e, atoms 1 to 4: C -0.20; C -0.83; Si 1.70; F -0.64

(3)
Entry from the OMol25 dataset: a cluster of 2 separate species, C9H11Br2NO3 in total (ωB97M-V/def2-TZVPD).

The geometry in XYZ format:
```
26
Properties=species:S:1:pos:R:3:forces:R:3
C -3.100865 -0.528690 -1.223940 0.15 -0.30 -0.33
C -0.382737 0.515542 0.002030 -0.16 0.01 -2.34
C 1.574018 -0.318289 -1.606812 1.14 -4.08 3.50
C 0.638258 -0.465909 -0.428861 0.19 0.25 0.32
C 2.105026 -0.237625 -0.157881 -0.03 0.30 0.13
C 2.898897 -1.380448 0.492141 0.81 -0.56 -1.98
C 2.511104 1.058334 0.459759 3.16 1.48 0.17
C -2.437139 0.581578 1.233350 -0.91 0.60 -3.00
C -3.942214 -0.252558 -0.172669 -0.07 -0.17 3.77
N -2.197551 -0.816573 -1.868311 0.76 -0.15 -0.97
O -0.477607 1.614953 -0.483812 -0.03 0.36 0.61
O -2.568897 1.880197 1.025126 -0.75 -0.13 1.30
O -1.329143 -0.023097 0.833192 2.00 -1.11 -0.31
Br -4.671443 -1.973506 0.656721 0.54 1.41 -0.71
Br -5.183692 1.152805 -0.252341 -0.29 -0.12 -0.41
H 1.842145 -1.314939 -2.050284 -0.59 1.23 0.13
H 1.562682 0.473262 -2.206854 -0.05 3.26 -2.23
H 0.328861 -1.457528 -0.344097 -0.69 -1.42 0.56
H 2.744505 -1.394948 1.591076 -0.07 -0.36 -0.77
H 4.051081 -1.321211 0.278684 -2.15 0.17 0.39
H 2.534686 -2.270605 -0.101981 0.50 0.26 1.42
H 3.668455 0.962360 0.535314 -1.63 0.46 -0.32
H 2.287258 1.196160 1.534313 -0.60 -0.21 -0.54
H 2.355250 2.018505 -0.096576 -0.33 -1.01 0.43
H -2.655982 0.138506 2.157062 -1.38 0.02 1.31
H -2.154955 2.163728 0.195655 0.48 -0.18 -0.13
```
Forces are in eV/Å.

net charge	0
2S+1	1
E_HOMO	-8.9	eV
lowest unoccupied orbital energy	0.002	Ha
energy relative to the best compared isomer or geometry (same formula, charge and spin)	7.7	kcal/mol
HOMO-LUMO gap	8.929	eV

natural (NBO) population analysis, charges in e, atoms 1 to 4: C 0.16; C 0.83; C -0.35; C -0.36

(4)
Entry from the OMol25 dataset: a structure of composition C9H11Br3Cl6O6 (ωB97M-V/def2-TZVPD).

The geometry in XYZ format:
```
35
Properties=species:S:1:pos:R:3:forces:R:3
C -1.402541 11.297596 24.332275 0.40 -0.42 0.87
Br -1.370722 9.316020 24.328648 1.14 1.24 3.76
Br 0.390823 11.935242 24.942482 -1.00 -0.11 -0.13
Br -2.926734 12.072639 25.267956 1.00 -0.52 -0.28
H -1.422472 11.561289 23.274842 -0.39 0.08 1.38
C -1.654202 7.874528 17.239098 0.08 -0.49 0.03
Cl -0.625456 6.390624 17.089068 -0.61 0.60 -0.23
Cl -3.409376 7.576639 17.098875 0.54 -1.89 -1.64
Cl -1.117928 9.180581 16.166916 0.01 -0.45 -0.09
H -1.512934 8.240147 18.256184 0.71 -1.35 -2.38
C -2.653111 12.870820 21.010543 -2.94 0.63 -1.57
Cl -3.983562 13.580044 19.981567 0.61 -0.18 0.83
Cl -3.186275 11.282671 21.706808 -6.70 5.43 -0.55
Cl -2.058323 13.994758 22.238964 -1.22 1.68 -0.24
H -1.867720 12.558728 20.322176 -1.14 1.22 -0.42
C -0.770414 8.663562 21.103049 -0.31 -2.00 0.10
C -1.988942 9.228719 21.791051 0.74 -2.34 -0.22
O -2.995071 9.238914 20.763548 0.28 -2.02 0.34
C -2.399784 9.108571 19.580613 -3.69 2.23 0.28
O -2.948362 9.377268 18.542068 0.44 1.80 2.43
O -1.188293 8.719210 19.742466 3.60 -0.38 -0.28
H -0.558431 7.625181 21.357839 -0.17 -0.18 -0.14
H 0.121997 9.262983 21.283079 -1.28 -1.55 -0.91
H -1.679321 10.204724 22.164761 -0.45 -1.53 -0.56
H -2.307755 8.653293 22.660161 -0.79 -0.17 -1.80
C 2.031554 10.668779 21.402332 1.86 -1.61 1.07
C 2.222120 12.120351 21.135048 0.49 -0.11 -0.90
O 0.879036 12.541065 21.050760 -0.84 1.95 -0.86
C 0.029605 11.667835 21.540358 0.61 0.62 0.55
O -1.146175 11.897359 21.756703 9.98 -3.01 0.25
O 0.714687 10.539183 21.805691 -1.32 1.98 1.55
H 2.609074 10.276737 22.239509 0.35 0.12 -0.16
H 2.199866 10.018419 20.543958 0.00 0.14 -0.19
H 2.693947 12.163021 20.153384 0.01 0.82 0.12
H 2.738570 12.721059 21.883729 -0.03 -0.22 -0.02
```
Forces are in eV/Å.

net charge	0
2S+1	1
E_HOMO	-9.7	eV
lowest unoccupied orbital energy	-0.024	Ha
energy relative to the best compared isomer or geometry (same formula, charge and spin)	224.9	kcal/mol
HOMO-LUMO gap	9.085	eV

natural (NBO) population analysis, charges in e, atoms 1 to 4: C -0.47; Br 0.07; Br 0.03; Br 0.13

(5)
Entry from the OMol25 dataset: the ion C9H11BrF4N3 with charge +1 (ωB97M-V/def2-TZVPD).

The geometry in XYZ format:
```
28
Properties=species:S:1:pos:R:3:forces:R:3
F 0.924034 -2.202637 -0.486895 0.79 0.55 0.03
C 2.289563 -2.030013 -0.207312 1.13 -0.69 0.83
C 2.526515 -1.107588 1.045297 -0.96 -0.66 -0.45
C 1.428495 -0.013440 1.228530 0.76 -0.19 1.03
N 1.227112 0.848307 0.044414 -0.16 0.48 -0.65
C 2.125575 1.704038 -0.522058 -0.74 -0.33 -0.33
N 1.490175 2.241011 -1.580030 1.05 -0.24 1.03
Br 2.244467 3.454240 -2.775722 -0.36 -0.41 0.40
N 0.237603 1.790939 -1.712532 -0.12 -0.72 0.79
C 0.061111 0.923545 -0.713573 -0.10 0.45 -1.07
C -1.269962 0.170775 -0.585103 0.10 0.28 0.07
C -2.260379 0.785199 0.486669 -1.31 -0.24 0.64
C -3.672896 0.297543 0.078437 0.08 -0.01 1.82
F -4.568299 1.155023 -0.523566 1.60 -0.77 -1.45
C -4.077132 -1.039303 0.251039 0.45 0.91 -0.81
F -4.595477 -1.507243 1.382679 1.93 -0.76 -0.87
F -3.909715 -1.938266 -0.751519 -2.16 0.58 1.15
H 2.889369 -1.698486 -1.086546 -1.03 0.00 0.29
H 2.682625 -3.043564 0.059542 -0.33 0.79 -0.32
H 3.551406 -0.679576 0.992080 -0.68 -0.25 0.11
H 2.448253 -1.781775 1.934948 0.21 0.84 -0.51
H 1.740547 0.629575 2.090168 -0.41 -0.38 -0.77
H 0.453128 -0.469686 1.498762 0.64 0.34 -0.45
H 3.170795 1.893978 -0.212869 -0.98 -0.14 -0.24
H -1.093074 -0.917140 -0.405873 -0.09 0.92 -0.02
H -1.791539 0.254002 -1.570780 0.77 0.02 0.66
H -2.223987 1.897624 0.532810 0.07 -0.75 -0.12
H -2.028316 0.382917 1.509002 -0.14 0.36 -0.77
```
Forces are in eV/Å.

net charge	+1
2S+1	1
E_HOMO	-10.5	eV
lowest unoccupied orbital energy	-0.160	Ha
HOMO-LUMO gap	6.151	eV
SMILES string	FCCCn1c[n+](Br)nc1CCC(F)=C(F)F

natural (NBO) population analysis, charges in e, atoms 1 to 4: F -0.37; C 0.04; C -0.46; C -0.23

(6)
Entry from the OMol25 dataset: the ion C9H11BrN3O with charge +1 (ωB97M-V/def2-TZVPD).

The geometry in XYZ format:
```
25
Properties=species:S:1:pos:R:3:forces:R:3
C -0.232760 1.622606 1.851526 -0.84 1.74 -1.85
C 0.031651 0.228484 -0.256023 0.17 -1.45 -0.26
C 0.111354 -1.060847 0.240993 -0.23 1.34 1.28
C -0.190324 1.442988 0.465616 -0.14 -0.13 0.89
C 0.432206 0.350193 3.826872 -1.10 0.03 -2.13
C 0.043243 0.225503 -1.721547 0.10 -0.46 -0.13
C 0.124267 -1.030446 -2.141726 -0.16 0.68 -0.38
C 1.375954 -2.744232 -0.981339 0.67 -0.47 0.14
C -0.696315 3.769321 0.134630 -0.21 0.65 0.20
N 0.021599 0.754433 2.791930 1.71 -1.28 2.70
N -1.049417 -2.667989 -0.942923 -0.97 -0.47 0.00
N 0.154570 -1.921838 -0.986324 0.27 0.31 -0.20
O -0.442644 2.463722 -0.344834 0.24 -0.69 0.03
Br 0.257410 -0.699186 5.242880 0.09 -0.10 0.30
H -0.582898 2.576815 2.225621 0.10 -0.06 0.01
H -0.010351 1.108690 -2.325046 0.00 0.08 -0.32
H 0.135918 -1.451958 -3.125616 0.02 -0.13 -0.25
H 1.395427 -3.363994 -0.084728 -0.14 0.13 -0.08
H 1.399539 -3.371740 -1.872836 -0.12 0.06 0.01
H 2.247385 -2.092211 -0.981355 -0.06 0.09 0.00
H 0.129020 4.139283 0.747308 -0.03 -0.08 -0.03
H -1.635158 3.803616 0.695387 0.10 -0.03 -0.03
H -0.791863 4.392473 -0.753461 0.02 -0.09 0.11
H -1.151645 -3.101119 -0.028375 0.25 0.15 -0.07
H -1.076167 -3.372567 -1.676631 0.25 0.15 0.05
```
Forces are in eV/Å.

net charge	+1
2S+1	1
E_HOMO (alpha / beta)	-11.6 / -11.6	eV
lowest unoccupied orbital energy (alpha / beta)	-0.165 / -0.165	Ha
HOMO-LUMO gap (alpha / beta)	7.146 / 7.145	eV

natural (NBO) population analysis, charges in e, atoms 1 to 4: C -0.26; C -0.38; C 0.01; C 0.57

Max |F| readings, ordered: 0.11033 0.04402 0.10688 0.20282 0.04891 0.06692 hartree/bohr